1.
{"formula": "C4H8O2", "method": "the ωB97M-V functional and the def2-TZVPD basis", "total_charge": 0, "elements": ["O", "C", "C", "C", "C", "O", "H", "H", "H", "H", "H", "H", "H", "H"], "xyz": [[-1.44157, 0.87184, -1.47430], [-1.35150, 1.08469, -0.28974], [-0.85858, -0.29073, 0.74051], [0.23858, -1.21798, 0.14793], [1.28703, -0.19906, -0.46532], [1.66921, 0.88368, 0.37995], [-1.87219, 2.05751, 0.02231], [-1.85512, -0.70802, 0.69444], [-0.57377, -0.09674, 1.79046], [0.73333, -1.90108, 0.88057], [-0.17642, -1.92301, -0.60402], [2.22284, -0.70626, -0.70459], [0.79627, 0.20672, -1.35404], [1.02595, 1.60170, 0.28256]], "forces_ev_per_a": [[0.5, 0.0, 0.7], [-0.3, -1.8, 0.2], [-0.4, 1.4, -0.7], [0.3, 1.1, -0.4], [-0.4, -0.9, -0.2], [-0.4, -0.1, 0.2], [1.0, -1.0, 0.8], [-0.2, -0.6, 0.4], [-0.5, 0.7, -0.6], [-0.6, 0.9, 0.0], [0.4, 0.8, 0.0], [-0.2, 0.0, -0.2], [0.5, -0.2, -0.1], [0.3, -0.3, 0.1]]}



2.
{"formula": "C4H8O2", "method": "the ωB97M-V functional and the def2-TZVPD basis", "total_charge": 0, "elements": ["C", "C", "O", "C", "C", "O", "H", "H", "H", "H", "H", "H", "H", "H"], "xyz": [[0.86917, -0.31747, -1.08239], [1.25046, -0.32300, 0.31413], [0.60154, 1.04064, 0.86611], [-0.81297, 0.94289, 0.82576], [-1.30365, -0.12443, -0.17679], [-0.48387, -0.13819, -1.34837], [1.39870, -1.46371, -0.99216], [1.44260, 0.27887, -1.80094], [2.34915, -0.29832, 0.40267], [0.80825, -1.14127, 0.90151], [-1.23491, 0.68240, 1.81076], [-1.25930, 1.91388, 0.55155], [-2.32199, 0.08207, -0.52897], [-1.30317, -1.13437, 0.25713]], "forces_ev_per_a": [[1.6, -3.3, -0.3], [-1.4, 4.1, 2.3], [1.1, -1.9, -0.2], [-0.4, -0.5, -0.2], [0.2, -0.1, -0.1], [0.0, -0.3, 0.0], [-1.7, 1.3, -2.4], [0.0, -0.1, 0.5], [-0.6, 0.3, 0.3], [0.2, 0.4, -0.2], [0.2, 0.0, 0.0], [0.5, -0.2, 0.0], [0.3, 0.0, 0.2], [-0.1, 0.2, 0.1]]}



3.
{"formula": "C4H8O2", "method": "the ωB97M-V functional and the def2-TZVPD basis", "total_charge": 0, "elements": ["C", "O", "C", "O", "H", "H", "H", "H", "C", "C", "H", "H", "H", "H"], "xyz": [[1.13600, 0.25609, -1.96166], [0.48426, 0.65214, -0.76066], [-0.80510, 1.00611, -0.85695], [-1.37583, 1.62921, -0.00879], [0.50404, 0.45899, -2.83326], [1.38800, -0.80721, -1.93157], [2.04811, 0.85058, -2.03788], [-1.28589, 0.66080, -1.79093], [0.24980, -1.06555, 1.92255], [-0.93719, -0.51706, 2.15656], [0.45592, -2.11016, 2.14391], [1.06173, -0.48463, 1.49209], [-1.13319, 0.52419, 1.91983], [-1.76283, -1.09058, 2.57121]], "forces_ev_per_a": [[0.1, -0.1, -0.3], [-0.1, 0.2, 0.1], [-0.3, 0.3, 0.2], [0.2, -0.3, -0.4], [0.1, -0.1, 0.1], [-0.1, 0.1, 0.1], [-0.1, -0.1, -0.1], [0.1, 0.1, 0.1], [-0.1, 0.0, 0.0], [0.1, -0.1, 0.0], [-0.1, 0.1, 0.0], [-0.1, -0.1, 0.1], [0.0, -0.2, 0.1], [0.1, 0.0, 0.0]]}



4.
{"formula": "C4H8O2", "method": "the ωB97M-V functional and the def2-TZVPD basis", "total_charge": 0, "elements": ["C", "C", "O", "C", "C", "O", "H", "H", "H", "H", "H", "H", "H", "H"], "xyz": [[-1.79490, -0.74900, -0.49304], [-0.57384, 0.09004, -0.83576], [-0.15663, 0.82806, 0.31100], [1.92351, 1.06847, 0.36292], [1.02163, 0.19102, 1.07826], [1.38991, -1.01168, 0.79904], [-2.59075, -0.12100, -0.08132], [-1.52235, -1.50738, 0.24669], [-2.17625, -1.25419, -1.38855], [0.23571, -0.57293, -1.16337], [-0.79848, 0.82107, -1.61987], [2.51895, 1.88455, 0.78215], [2.11225, 0.78275, -0.66739], [0.78179, 0.47337, 2.11821]], "forces_ev_per_a": [[0.0, 0.0, 0.0], [-0.1, -0.1, -0.2], [0.0, -0.1, 0.1], [0.3, 0.0, -0.1], [0.0, 0.5, 0.1], [0.0, -0.1, 0.1], [0.1, -0.1, -0.1], [-0.1, 0.1, -0.1], [0.1, 0.1, 0.1], [-0.1, 0.1, 0.0], [0.0, -0.1, 0.1], [-0.2, -0.1, 0.0], [-0.1, 0.0, 0.1], [0.1, -0.2, -0.2]]}



5.
{"formula": "C4H8O2", "method": "the ωB97M-V functional and the def2-TZVPD basis", "total_charge": 0, "elements": ["C", "C", "C", "C", "O", "O", "H", "H", "H", "H", "H", "H", "H", "H"], "xyz": [[-0.12098, -1.01564, 1.13365], [-0.09958, -1.16248, -0.39461], [0.09601, 0.16367, 0.21986], [1.16781, 1.16217, -0.16424], [-1.19794, -1.62513, -1.14575], [-1.59749, 0.97956, 0.30209], [-0.95842, -0.88478, 1.89169], [0.75513, -1.48076, 1.51330], [0.91063, -1.55748, -0.85588], [0.59909, 2.17178, -0.15611], [1.46719, 1.00059, -1.18469], [1.87744, 1.27679, 0.54235], [-1.65024, -0.80047, -1.49065], [-1.24865, 1.77219, -0.21100]], "forces_ev_per_a": [[0.2, 0.8, 0.1], [0.2, -1.2, -0.7], [-3.5, 1.1, -0.2], [-4.8, 1.4, -1.2], [-0.1, 2.2, -0.3], [4.8, -0.2, -1.6], [0.8, -0.6, -1.7], [0.7, -0.1, 0.8], [-1.9, 0.5, 1.3], [1.2, -1.3, -0.1], [0.6, -0.1, -0.2], [2.7, 0.1, 2.1], [0.5, -1.4, 0.7], [-1.2, -1.2, 1.0]]}



6.
{"formula": "C4H8O2", "method": "the ωB97M-V functional and the def2-TZVPD basis", "total_charge": 0, "elements": ["C", "O", "C", "C", "C", "O", "H", "H", "H", "H", "H", "H", "H", "H"], "xyz": [[1.02184, -0.31392, -2.14604], [-0.03156, -0.28712, -1.21505], [0.38542, 0.15466, 0.05139], [-0.83616, 0.52399, 0.85313], [-1.26597, -0.23674, 2.02473], [-0.57163, 0.99568, 2.16396], [1.16724, 0.67096, -2.61358], [1.96741, -0.62219, -1.67915], [0.76382, -1.04380, -2.91616], [1.03621, 1.03932, -0.03239], [0.96359, -0.63281, 0.56340], [-1.58211, 1.09290, 0.29574], [-0.70454, -1.12135, 2.32674], [-2.31355, -0.21959, 2.32327]], "forces_ev_per_a": [[0.2, -0.1, -0.3], [-0.1, -0.1, 0.0], [0.1, 0.1, 0.2], [0.0, 0.0, -0.2], [-0.2, -0.3, 0.0], [0.1, 0.2, 0.1], [0.0, -0.1, 0.1], [-0.1, 0.0, -0.1], [0.0, 0.1, 0.0], [-0.1, 0.0, 0.0], [-0.1, 0.2, 0.0], [0.1, -0.1, 0.1], [-0.1, 0.1, -0.1], [0.2, 0.0, 0.0]]}



7.
{"formula": "C4H8O2", "method": "the ωB97M-V functional and the def2-TZVPD basis", "total_charge": 0, "elements": ["C", "C", "O", "C", "C", "O", "H", "H", "H", "H", "H", "H", "H", "H"], "xyz": [[-1.66003, -0.26789, -0.47227], [-0.29339, 0.36918, -0.23903], [-0.37531, 1.45665, 0.67035], [0.68519, -0.63162, 0.36139], [2.09034, -0.18504, 0.41806], [3.11401, -0.79284, 0.27104], [-2.35974, 0.46164, -0.89850], [-1.59118, -1.10926, -1.17040], [-2.07780, -0.63062, 0.47338], [0.10621, 0.71747, -1.20796], [-1.03340, 2.07902, 0.33145], [0.86952, -1.44385, -0.39058], [0.33659, -0.92990, 1.35973], [2.18898, 0.90705, 0.49337]], "forces_ev_per_a": [[0.0, 0.0, 0.0], [0.1, -0.1, -0.1], [-0.2, 0.2, -0.1], [0.2, -1.5, -1.2], [0.9, 2.6, 0.0], [-0.2, -1.2, 0.1], [0.1, -0.1, 0.1], [0.0, 0.1, 0.1], [0.1, 0.1, -0.1], [0.0, 0.0, 0.2], [0.2, -0.1, 0.2], [-1.1, -0.2, 1.0], [0.1, -0.4, -0.4], [0.0, 0.5, 0.3]]}



8.
{"formula": "C4H8O2", "method": "the ωB97M-V functional and the def2-TZVPD basis", "total_charge": 0, "elements": ["O", "C", "C", "C", "C", "O", "H", "H", "H", "H", "H", "H", "H", "H"], "xyz": [[-1.30929, -1.37311, -0.43993], [-0.86705, -0.29941, -0.11715], [-0.94027, 1.15878, -0.21828], [0.36947, 0.40593, 0.20493], [1.45582, 0.03737, -0.78962], [1.84946, -1.29976, -0.58059], [-1.03564, 1.60519, -1.20611], [-1.41488, 1.71894, 0.58559], [0.68135, 0.55493, 1.23753], [1.07090, 0.19439, -1.81118], [2.35062, 0.65369, -0.67238], [1.04258, -1.83752, -0.60707], [-1.55801, -0.45697, 2.41078], [-1.69505, -1.06245, 2.00349]], "forces_ev_per_a": [[0.1, 0.6, 0.1], [-0.1, -0.3, -0.2], [-0.2, 0.1, -0.1], [0.1, -0.2, 0.1], [0.0, 0.3, -0.1], [-0.1, -0.2, -0.1], [0.1, 0.0, 0.1], [0.1, -0.2, -0.1], [-0.1, -0.1, -0.2], [0.1, 0.0, 0.1], [-0.1, 0.0, 0.0], [0.2, 0.0, 0.0], [-0.1, 0.0, 0.1], [0.0, 0.0, 0.2]]}



9.
{"formula": "C4H8O2", "method": "the ωB97M-V functional and the def2-TZVPD basis", "total_charge": 0, "elements": ["C", "C", "C", "C", "H", "H", "H", "H", "H", "H", "H", "H", "O", "O"], "xyz": [[0.90709, 0.99426, 0.18081], [-0.33658, 0.21206, -0.01585], [-0.38822, -1.12210, -0.60792], [-0.44125, -0.89937, 0.88258], [1.33719, -0.75200, -0.88188], [1.00496, 1.66813, 1.00350], [1.15230, 1.75405, -0.62792], [-1.28303, 1.96645, -0.71239], [0.27945, -1.90097, -1.23092], [-1.51232, -0.85330, -1.02715], [-1.36581, -1.08161, 1.58877], [0.46094, -0.86686, 1.52699], [1.89015, 0.00125, -0.03236], [-1.70487, 0.88002, -0.04627]], "forces_ev_per_a": [[1.2, 0.7, -4.1], [-3.1, 3.4, 1.6], [-2.9, -1.6, -2.4], [-1.1, -1.6, 3.6], [2.6, 3.5, 3.7], [0.0, -0.7, 1.6], [-1.1, -0.4, 0.1], [-2.4, -4.6, 2.8], [-1.4, 2.0, 1.4], [2.7, -2.2, 0.5], [1.6, 0.4, -2.1], [-0.4, -1.1, -0.9], [-0.7, -2.7, -2.4], [4.9, 5.0, -3.6]]}



Record order is preserved below.
Energy above the lowest of the compared OMol25 structures with the same formula, charge and spin: 254.6 323.9 196.7 492.8 430.3 250.6 133.7 346.1 721.3 kJ/mol
Record order is preserved below.
Max |F|: 1.80 4.88 0.55 0.46 5.19 0.34 2.77 0.60 7.85 eV Å⁻¹